This record from the OMol25 dataset describes a molecular structure, C37H37HgN2O3P2S3. The level of theory is wB97M-V/def2-TZVPD.

CARTESIAN COORDINATES (ANGSTROEM)
Hg -0.825 -0.778 -0.659
S 0.265 -1.746 2.438
S -1.051 -3.129 -1.676
S -0.493 2.682 -1.598
P 1.374 -0.303 1.636
P 0.874 2.056 -0.311
O -7.667 -0.207 -2.162
O -3.119 -0.261 -0.888
O -1.235 -0.261 -3.078
N -2.765 -4.936 -0.578
N -0.726 -4.559 0.623
C -1.946 0.022 -5.257
C -2.241 -0.185 -3.772
C 0.387 5.332 2.931
C -4.687 -0.264 -4.182
C 1.104 2.022 4.997
C 2.548 2.405 -1.037
C -6.011 -0.269 -3.829
C 1.777 4.267 1.281
C -8.021 -0.200 -0.799
C 3.011 -1.110 1.289
C 1.821 0.865 3.000
C -0.587 4.360 2.721
C 3.938 3.392 -2.753
C 5.022 -2.251 1.995
C 5.073 2.844 -2.173
C 0.752 0.430 0.217
C 3.072 1.460 3.140
C -0.502 -5.862 1.184
C 3.341 2.325 4.195
C -3.929 -0.235 -1.853
C 4.437 -2.195 -0.332
C 5.303 -2.590 0.677
C -3.613 -0.232 -3.268
C -1.460 -4.372 -0.544
C 2.355 2.611 5.124
C -6.321 -0.222 -2.455
C 3.301 -1.456 -0.027
C -2.873 -6.304 -1.081
C 2.685 3.172 -2.189
C 4.949 2.069 -1.027
C 0.843 1.155 3.949
C -0.376 3.353 1.796
C 1.570 5.279 2.215
C 3.694 1.854 -0.474
C 3.879 -1.526 2.298
C 0.808 3.298 1.058
C -5.334 -0.193 -1.512
H 2.559 3.292 5.942
H 6.190 -3.167 0.440
H 2.703 4.240 0.720
H -3.333 -4.331 -1.159
H 2.618 -1.129 -0.805
H 4.322 2.778 4.282
H 0.033 -3.902 0.721
H 0.222 6.122 3.656
H -7.658 0.700 -0.295
H -2.613 -7.034 -0.313
H -7.624 -1.075 -0.278
H -9.110 -0.220 -0.764
H -2.797 0.084 -5.927
H 5.821 1.612 -0.576
H -2.226 -6.484 -1.952
H 5.688 -2.566 2.791
H 4.643 -2.461 -1.362
H -1.433 -6.294 1.560
H -1.514 4.390 3.282
H 0.325 2.242 5.718
H -0.122 0.672 3.855
H 2.338 6.027 2.377
H -6.805 -0.309 -4.561
H 1.789 3.584 -2.638
H 3.861 1.237 2.435
H -3.911 -6.490 -1.372
H -4.468 -0.303 -5.239
H -5.539 -0.164 -0.453
H 4.023 3.986 -3.656
H -1.290 -0.789 -5.574
H -1.138 2.602 1.617
H -0.062 -6.582 0.470
H 3.649 -1.290 3.330
H -1.376 0.950 -5.325
H 6.048 3.006 -2.619
H 0.176 -5.760 2.034
H 3.605 1.217 0.391

Properties
multiplicity = 2
HOMO-LUMO gap (spin up / spin down) = 0.14720 / 0.23545 Ha
calculated total energy = -3798.10106 hartree
⟨S²⟩ = 0.76
molecular weight = 916.45 g/mol
relative energy (zero: lowest compared OMol25 entry of this formula, charge and spin) = 2.6 kcal/mol
charge = -2
HOMO (spin up / spin down) = 0.306 / -2.098 eV